Entry 1:
Formula: C48H53N9NaO2PSSi
Source: OMol25
Level of theory: the ωB97M-V functional and the def2-TZVPD basis

```
116
Properties=species:S:1:pos:R:3
Na 0.055 -0.716 0.287
N -0.078 1.785 4.109
C -0.530 1.153 2.997
N -0.238 -0.039 2.645
C 0.609 -0.786 3.447
N 0.948 -1.999 3.200
N 0.493 -2.528 1.998
C 0.531 -3.802 2.046
C 0.177 -4.709 0.945
C 0.380 -6.072 1.158
C 0.056 -6.965 0.154
C -0.464 -6.464 -1.025
C -0.623 -5.088 -1.151
N -0.311 -4.220 -0.197
C 1.147 -0.170 4.677
C 2.005 -0.843 5.547
C 2.495 -0.221 6.677
C 2.128 1.094 6.962
C 1.275 1.777 6.119
C 0.787 1.141 4.978
H -0.312 2.752 4.258
H -1.196 1.738 2.373
H 0.842 -4.279 2.978
H 0.791 -6.413 2.100
H 0.212 -8.028 0.287
H -0.739 -7.115 -1.844
H -1.012 -4.669 -2.068
H 2.273 -1.860 5.299
H 3.166 -0.751 7.339
H 2.515 1.589 7.844
H 0.982 2.798 6.331
C 1.989 3.338 1.643
P 1.366 2.099 0.396
C 4.511 1.682 1.093
C 5.314 2.034 -1.147
C 6.412 2.804 -1.009
C 6.662 3.681 0.098
C 6.214 3.468 1.384
C 5.386 2.436 1.871
C 0.296 3.377 -0.422
C -1.075 3.267 -0.197
C -1.965 4.244 -0.623
C -1.494 5.354 -1.306
C -0.130 5.485 -1.536
C 0.753 4.516 -1.086
H 2.691 2.876 2.333
H 1.116 3.701 2.194
H 2.468 4.198 1.170
H 5.261 1.261 -1.904
H 7.194 2.732 -1.763
H 7.404 4.461 -0.043
H 6.660 4.110 2.143
H 5.461 2.193 2.927
H -1.458 2.376 0.282
H -3.026 4.117 -0.441
H -2.183 6.109 -1.665
H 0.249 6.349 -2.069
H 1.814 4.657 -1.249
S -3.041 -2.569 2.684
C -4.521 -1.956 2.201
N -4.763 -0.887 1.453
C -6.182 -0.682 1.216
C -6.832 -1.644 2.226
N -5.724 -2.528 2.553
H -4.078 -0.389 0.856
H -6.442 -0.918 0.181
H -6.449 0.360 1.381
H -7.662 -2.200 1.786
H -7.203 -1.110 3.110
H -5.718 -3.089 3.388
C 0.617 -1.022 -5.823
Si 0.121 -1.274 -3.968
C 1.183 -2.806 -3.489
C -1.696 -1.819 -4.106
C -2.465 -1.589 -5.264
C -3.845 -1.736 -5.284
C -4.532 -2.132 -4.144
C -3.803 -2.371 -2.982
C -2.428 -2.212 -2.969
H 0.416 -1.883 -6.480
H 1.692 -0.830 -5.857
H 0.118 -0.151 -6.253
H 2.213 -2.462 -3.378
H 1.167 -3.631 -4.217
H 0.876 -3.205 -2.522
H -1.963 -1.271 -6.171
H -4.393 -1.534 -6.200
H -5.611 -2.233 -4.151
H -4.316 -2.650 -2.067
H -1.907 -2.318 -2.025
C 2.531 2.036 -2.209
C 2.820 1.644 -0.765
C 4.134 2.254 -0.256
C 3.962 0.441 1.422
C 3.326 -0.309 0.394
C 3.331 -1.816 0.503
N 2.834 0.186 -0.703
H 3.186 1.451 -2.856
H 2.720 3.093 -2.394
H 1.508 1.779 -2.489
H 4.020 3.341 -0.153
H 4.308 -0.076 2.311
H 4.157 -2.210 -0.094
H 2.413 -2.249 0.108
H 3.465 -2.137 1.536
O -5.750 1.612 -0.836
C -4.604 1.369 -1.208
C -4.065 1.772 -2.582
C -2.625 1.288 -2.553
C -2.512 0.643 -1.181
O -1.473 0.127 -0.775
N -3.663 0.721 -0.471
H -4.168 2.852 -2.703
H -4.674 1.286 -3.346
H -1.886 2.086 -2.631
H -2.376 0.540 -3.306
```

* HOMO level: 0.128 eV
* LUMO: 3.375 eV
* frontier orbital gap: 0.1193 hartree
* calculated total energy: -3695.59190 Ha
* total charge: -2

These are the Löwdin partial charges, in e, on atoms 1 to 8: 0.20 0.12 -0.16 0.14 -0.28 0.08 0.04 -0.11

=====

Entry 2:
Formula: C48H55Br2GeIN6OPSn
Source: OMol25
Level of theory: the ωB97M-V functional and the def2-TZVPD basis

```
116
Properties=species:S:1:pos:R:3
Sn 0.230 -0.728 -0.403
C -2.630 -2.851 -1.231
C -2.526 -2.546 0.235
C -3.182 -3.362 1.183
C -3.004 -3.143 2.515
C -2.198 -2.064 2.954
C -1.851 -1.797 4.301
Br -2.594 -2.819 5.694
C -0.949 -0.820 4.602
C -0.454 0.021 3.586
Br 0.892 1.260 4.013
C -0.897 -0.092 2.291
O -0.566 0.771 1.287
C -1.669 -1.229 1.959
N -1.805 -1.509 0.625
H -2.255 -3.858 -1.435
H -2.065 -2.130 -1.818
H -3.677 -2.825 -1.541
H -3.786 -4.189 0.835
H -3.458 -3.796 3.248
H -0.623 -0.674 5.623
I 1.788 -2.794 2.159
C 2.903 -1.020 1.959
C 3.899 -0.721 2.869
C 4.577 0.477 2.697
C 4.234 1.313 1.644
C 3.223 0.917 0.792
N 2.569 -0.243 0.946
H 4.132 -1.393 3.682
H 5.366 0.753 3.385
H 4.742 2.256 1.490
H 2.908 1.533 -0.043
N -0.138 -0.821 -2.379
P 0.588 -1.096 -3.773
N 1.335 -2.560 -3.771
C 1.486 -3.350 -2.529
C 2.036 -4.746 -2.848
C 1.534 -5.194 -4.219
C 2.147 -4.305 -5.311
C 2.344 -2.871 -4.797
N -0.508 -1.075 -4.986
C -1.506 0.024 -4.982
C -2.101 0.156 -6.373
C -2.900 -1.116 -6.734
C -2.418 -2.334 -5.924
C -0.909 -2.290 -5.730
N 1.697 0.032 -4.206
C 2.822 0.254 -3.277
C 3.331 1.687 -3.365
C 3.794 2.037 -4.797
C 3.167 1.098 -5.838
C 1.724 0.795 -5.467
H 0.504 -3.441 -2.062
H 2.144 -2.840 -1.810
H 1.716 -5.435 -2.067
H 3.129 -4.743 -2.846
H 0.442 -5.118 -4.234
H 1.789 -6.237 -4.404
H 1.516 -4.315 -6.201
H 3.123 -4.698 -5.602
H 2.269 -2.147 -5.607
H 3.343 -2.772 -4.360
H -1.014 0.942 -4.664
H -2.300 -0.178 -4.256
H -1.288 0.307 -7.088
H -2.734 1.042 -6.416
H -2.787 -1.323 -7.799
H -3.964 -0.955 -6.550
H -2.674 -3.255 -6.446
H -2.908 -2.363 -4.946
H -0.427 -2.276 -6.715
H -0.548 -3.172 -5.205
H 3.641 -0.442 -3.493
H 2.484 0.040 -2.259
H 4.153 1.804 -2.657
H 2.527 2.360 -3.052
H 4.880 1.978 -4.866
H 3.512 3.066 -5.024
H 3.730 0.162 -5.888
H 3.201 1.551 -6.828
H 1.223 0.222 -6.246
H 1.182 1.745 -5.364
C -5.574 0.054 -0.746
C -4.833 0.911 -1.549
C -3.732 1.581 -1.026
C -3.365 1.393 0.310
C -4.138 0.552 1.119
C -5.230 -0.120 0.591
Ge -1.788 2.284 0.969
C -0.798 3.148 -0.441
C -0.455 2.443 -1.598
C 0.135 3.092 -2.674
C 0.399 4.455 -2.600
C 0.055 5.167 -1.461
C -0.556 4.521 -0.391
C -1.805 3.225 2.625
C -0.692 3.997 2.969
C -0.703 4.738 4.141
C -1.817 4.702 4.974
C -2.929 3.945 4.630
C -2.930 3.212 3.452
H -6.433 -0.464 -1.154
H -5.123 1.074 -2.581
H -3.172 2.260 -1.656
H -3.890 0.421 2.167
H -5.824 -0.769 1.225
H -0.684 1.391 -1.689
H 0.360 2.538 -3.576
H 0.858 4.964 -3.439
H 0.250 6.231 -1.407
H -0.852 5.094 0.478
H 0.182 4.008 2.328
H 0.153 5.349 4.404
H -1.819 5.273 5.895
H -3.800 3.937 5.273
H -3.810 2.643 3.172
```

* HOMO level (spin up / spin down): -12.986 / -13.178 eV
* LUMO (spin up / spin down): -5.332 / -7.484 eV
* frontier orbital gap (spin up / spin down): 0.2813 / 0.2092 hartree
* calculated total energy: -10343.75538 Ha
* spin multiplicity: 2
* total charge: +2
* ΔE to the lowest compared entry with this formula, charge and spin: 8.1 kcal per mole
* expectation value of S²: 0.7642

These are the Löwdin partial charges, in e, on atoms 1 to 8: 1.35 -0.01 -0.29 0.02 0.02 -0.19 -0.61 0.87

=====

Entry 3:
Formula: C48H56ClN8
Source: OMol25
Level of theory: the ωB97M-V functional and the def2-TZVPD basis

```
113
Properties=species:S:1:pos:R:3
C -3.369 -2.124 10.834
N -4.512 -2.404 11.679
C -5.225 -3.454 11.375
C -6.353 -3.786 12.085
C -6.763 -2.982 13.127
C -6.087 -1.700 13.284
C -4.982 -1.441 12.532
C -7.912 -3.360 14.060
C -8.992 -4.181 13.751
C -10.034 -4.487 14.628
N -10.081 -3.991 15.820
C -8.983 -3.263 16.259
C -7.867 -2.974 15.397
C -11.162 -4.253 16.771
H -2.834 -3.062 10.686
H -2.689 -1.547 11.462
H -3.527 -1.552 9.920
H -4.808 -4.079 10.599
H -6.876 -4.713 12.263
H -6.329 -0.929 14.001
H -4.411 -0.525 12.493
H -9.009 -4.634 12.770
H -10.890 -5.085 14.351
H -9.012 -2.943 17.290
H -7.092 -2.390 15.871
H -12.008 -4.678 16.230
H -11.392 -3.375 17.374
H -10.750 -5.002 17.447
C -3.532 -5.138 -0.379
N -2.542 -5.372 -1.349
C -1.310 -5.128 -0.859
C -0.218 -5.296 -1.677
C -0.406 -5.681 -3.050
C -1.690 -5.726 -3.484
C -2.808 -5.632 -2.684
C 0.694 -6.027 -3.974
C 1.895 -6.678 -3.513
C 2.970 -6.715 -4.435
N 2.783 -6.306 -5.785
C 1.675 -5.766 -6.176
C 0.678 -5.516 -5.267
C 3.908 -6.392 -6.710
H -4.373 -5.803 -0.576
H -3.773 -4.104 -0.623
H -3.256 -5.222 0.672
H -1.241 -4.807 0.170
H 0.736 -5.127 -1.201
H -1.926 -5.985 -4.505
H -3.857 -5.675 -2.940
H 2.084 -7.021 -2.507
H 3.859 -7.292 -4.228
H 1.707 -5.469 -7.214
H -0.198 -4.969 -5.581
H 3.924 -5.593 -7.452
H 3.886 -7.373 -7.185
H 4.863 -6.299 -6.193
C 4.338 0.771 -12.975
N 3.327 1.137 -12.051
C 3.538 2.154 -11.147
C 2.546 2.475 -10.190
C 1.328 1.764 -10.141
C 1.195 0.677 -11.001
C 2.155 0.450 -11.997
C 0.350 2.122 -9.082
C 0.599 3.137 -8.161
C -0.257 3.420 -7.130
N -1.391 2.733 -6.952
C -1.670 1.681 -7.748
C -0.921 1.455 -8.915
C -2.176 2.970 -5.736
H 3.933 0.741 -13.987
H 4.670 -0.201 -12.610
H 5.180 1.443 -13.146
H 4.445 2.712 -11.329
H 2.860 3.296 -9.562
H 0.399 -0.053 -11.008
H 2.017 -0.282 -12.780
H 1.525 3.693 -8.178
H -0.086 4.213 -6.417
H -2.586 1.208 -7.427
H -1.140 0.589 -9.523
H -2.456 4.014 -5.599
H -1.601 2.641 -4.871
H -3.085 2.368 -5.723
C 9.519 7.511 -4.582
N 8.586 7.380 -3.496
C 8.306 8.427 -2.705
C 7.309 8.355 -1.735
C 6.773 7.082 -1.413
C 7.157 6.021 -2.174
C 8.060 6.180 -3.241
C 5.863 6.826 -0.325
C 4.716 5.915 -0.286
C 3.875 5.791 0.826
N 4.027 6.636 1.841
C 5.014 7.611 1.836
C 5.906 7.683 0.827
C 3.010 6.670 2.920
H 9.121 6.927 -5.412
H 10.473 7.072 -4.288
H 9.809 8.530 -4.837
H 8.878 9.311 -2.944
H 6.935 9.180 -1.147
H 6.706 5.042 -2.107
H 8.268 5.410 -3.970
H 4.518 5.379 -1.203
H 3.075 5.066 0.837
H 5.011 8.313 2.657
H 6.653 8.439 1.020
H 2.409 7.527 2.613
H 3.500 6.638 3.893
H 2.492 5.715 3.006
Cl -3.583 1.058 3.324
```

* HOMO level: -14.479 eV
* LUMO: -13.373 eV
* frontier orbital gap: 0.0406 hartree
* calculated total energy: -2758.13674 Ha
* total charge: +7
* ΔE to the lowest compared entry with this formula, charge and spin: 87.0 kcal per mole

These are the Löwdin partial charges, in e, on atoms 1 to 8: 0.03 -0.09 0.01 0.06 -0.07 0.07 0.04 -0.12

=====

Entry 4:
Formula: C48H56CrN6O2
Source: OMol25
Level of theory: the ωB97M-V functional and the def2-TZVPD basis

```
113
Properties=species:S:1:pos:R:3
Cr 0.218 0.312 -0.491
C -0.977 -5.882 0.104
C 0.488 -5.433 0.113
C 0.688 -4.092 -0.519
C 1.127 -3.810 -1.772
C 1.535 -4.761 -2.852
C 0.494 -4.869 -3.971
C 1.102 -2.364 -1.903
N 0.597 -1.793 -0.780
C 0.371 -2.822 0.111
C 0.019 -2.708 1.436
C -0.447 -1.534 2.084
C -0.875 -1.405 3.419
C -0.609 -2.382 4.521
C 0.861 -2.404 4.958
C -1.518 -0.157 3.505
C -1.437 0.401 2.222
C -1.962 1.689 1.717
C -1.761 2.646 -0.298
N -0.963 2.106 -1.345
C -0.560 3.107 -2.083
C 0.529 3.023 -2.948
C 1.261 1.828 -3.084
N 1.020 0.636 -2.451
C 1.797 -0.301 -3.112
C 1.727 -1.678 -2.939
C 2.598 0.333 -4.119
C 2.290 1.662 -4.085
C 2.833 2.757 -4.949
C 2.037 2.950 -6.245
C 3.652 -0.343 -4.940
C 4.914 -0.660 -4.132
C -1.369 4.333 -1.779
C -2.159 4.024 -0.747
C -3.231 4.858 -0.117
C -4.567 4.714 -0.855
C -1.226 5.651 -2.476
C -0.205 6.553 -1.776
N -0.766 -0.410 1.374
C -2.075 0.507 4.726
C -1.017 1.293 5.507
H -1.115 -6.829 0.637
H -1.330 -6.011 -0.922
H -1.605 -5.125 0.576
H 1.098 -6.177 -0.408
H 0.848 -5.414 1.146
H 1.712 -5.752 -2.424
H 2.489 -4.441 -3.285
H -0.474 -5.169 -3.561
H 0.789 -5.600 -4.730
H 0.357 -3.901 -4.455
H 0.042 -3.618 2.027
H -0.898 -3.395 4.209
H -1.239 -2.141 5.384
H 1.492 -2.761 4.142
H 1.021 -3.047 5.830
H 1.201 -1.396 5.200
H -2.563 2.195 2.478
H 0.810 3.880 -3.549
H 2.251 -2.282 -3.672
H 3.879 2.547 -5.197
H 2.837 3.694 -4.386
H 2.031 2.026 -6.828
H 2.454 3.749 -6.867
H 0.998 3.197 -6.017
H 3.916 0.294 -5.791
H 3.257 -1.272 -5.367
H 5.338 0.256 -3.716
H 5.677 -1.149 -4.747
H 4.668 -1.311 -3.292
H -2.937 5.913 -0.100
H -3.365 4.562 0.927
H -4.496 5.132 -1.861
H -5.379 5.222 -0.326
H -4.835 3.661 -0.962
H -2.195 6.157 -2.530
H -0.907 5.478 -3.508
H -0.498 6.732 -0.739
H -0.106 7.519 -2.281
H 0.774 6.070 -1.757
H -2.532 -0.237 5.390
H -2.882 1.189 4.436
H -0.241 0.621 5.883
H -1.448 1.831 6.360
H -0.523 2.012 4.850
C -4.159 -0.441 -0.037
C -2.868 0.292 -0.301
O -1.996 -0.237 -0.951
C -2.748 1.658 0.350
C -0.856 2.641 1.052
C -0.627 3.946 1.789
N 0.328 1.954 0.712
N 1.395 2.041 1.575
C 2.248 1.135 1.240
O 2.044 0.268 0.266
C 3.546 1.048 1.940
C 4.455 0.058 1.563
C 5.686 -0.062 2.202
C 6.035 0.799 3.231
C 5.131 1.790 3.613
C 3.906 1.913 2.978
H -4.102 -1.449 -0.443
H -4.998 0.105 -0.476
H -4.310 -0.480 1.046
H -3.760 2.059 0.469
H -1.564 4.394 2.131
H -0.110 4.658 1.139
H 0.015 3.758 2.652
H 4.164 -0.608 0.761
H 6.374 -0.841 1.892
H 6.991 0.703 3.733
H 5.387 2.473 4.416
H 3.198 2.679 3.268
```

* HOMO level (spin up / spin down): 0.441 / -0.417 eV
* LUMO (spin up / spin down): 4.315 / 4.293 eV
* frontier orbital gap (spin up / spin down): 0.1424 / 0.1731 hartree
* calculated total energy: -3386.23851 Ha
* spin multiplicity: 5
* total charge: -2
* expectation value of S²: 6.1669

These are the Löwdin partial charges, in e, on atoms 1 to 8: 0.95 -0.10 -0.21 -0.15 -0.15 -0.21 -0.10 -0.24

=====

Q: Number 3 is which compound?
A: C48H56ClN8